ORCA calculation (ωB97M-V with the def2-TZVPD basis set) on the molecule C10H17F3N2O3 in a non-equilibrium geometry.

Summary:
Kohn-Sham gap = 9.594 eV
calculated total energy = -1025.728718 hartree
SMILES = CCOC(=O)[C@](NC(C)=O)(NC(C)C)C(F)(F)F
highest occupied orbital energy = -9.12 eV
ΔE to the lowest compared entry with this formula, charge and spin = 247.7 kcal/mol

```
! wB97M-V def2-TZVPD RIJCOSX def2/J DEFGRID3
* xyz 0 1
F 1.37 -2.25 -0.01
F 0.68 -1.61 1.86
F 2.36 -0.77 0.98
O -1.46 -1.15 -1.34
O -1.73 1.86 0.32
O -1.89 -1.10 1.20
N 0.14 0.97 1.06
N 0.65 0.43 -1.18
C -1.22 -0.79 0.11
C 1.95 1.23 -1.26
C 1.74 2.25 -2.00
C -0.99 1.94 1.27
C 0.24 -0.06 0.05
C -3.69 -0.24 -1.60
C -0.90 2.94 2.37
C 2.90 0.18 -2.03
C -2.68 -1.44 -1.43
C 1.08 -1.24 0.90
H -1.66 3.75 1.80
H 0.92 1.21 1.84
H 3.16 -0.83 -1.46
H 2.85 2.94 -2.28
H 0.43 -0.19 -1.88
H -4.73 -0.54 -1.77
H 3.99 0.40 -2.17
H -3.11 -2.02 -0.58
H 1.50 1.85 -3.07
H 1.02 2.87 -1.59
H -3.46 0.15 -2.61
H -0.94 2.22 3.16
H 2.35 1.37 -0.17
H 0.19 3.45 2.17
H -3.71 0.39 -0.85
H -2.60 -1.99 -2.32
H 2.66 -0.14 -2.87
*
```

=====

ORCA calculation (ωB97M-V with the def2-TZVPD basis set) on a structure of composition C5H4N2.

Summary:
Kohn-Sham gap = 10.761 eV
calculated total energy = -302.287113 hartree
highest occupied orbital energy = -10.07 eV
ΔE to the lowest compared entry with this formula, charge and spin = 88.6 kcal/mol

```
! wB97M-V def2-TZVPD RIJCOSX def2/J DEFGRID3
* xyz 0 1
N -0.56 1.05 0.35
N -1.81 0.64 0.18
C 1.76 0.31 0.16
C 0.35 0.05 0.21
C 3.01 0.53 0.21
C -1.70 -0.66 -0.08
C -0.37 -1.09 -0.08
H 2.22 0.44 -0.93
H -2.59 -1.24 -0.28
H 0.05 -2.07 -0.29
H -0.36 2.02 0.55
*
```

=====

ORCA calculation (ωB97M-V with the def2-TZVPD basis set) on the ion C4H7N2 with charge +1 in a non-equilibrium geometry.

Summary:
Kohn-Sham gap (alpha / beta) = 8.920 / 8.028 eV
calculated total energy = -265.626934 hartree
highest occupied orbital energy (alpha / beta) = -14.36 / -14.63 eV
ΔE to the lowest compared entry with this formula, charge and spin = 176.7 kcal/mol

```
! wB97M-V def2-TZVPD RIJCOSX def2/J DEFGRID3
* xyz 1 1
N -0.35 1.80 -1.48
N 0.22 -0.11 -0.29
C -0.35 -0.89 0.74
C -0.51 0.53 -1.35
C 0.99 -1.05 1.50
C 0.65 0.30 1.04
H -0.47 2.15 -2.49
H 0.57 1.30 1.56
H -1.39 -0.97 0.98
H 0.91 -1.50 2.48
H -1.54 0.16 -1.27
H -0.32 -0.21 -2.18
H 1.57 -1.51 0.75
*
```

=====

ORCA calculation (ωB97M-V with the def2-TZVPD basis set) on a cluster of 9 separate species, C31H62Br2O13 in total in a non-equilibrium geometry.

Summary:
Kohn-Sham gap = 9.643 eV
calculated total energy = -7344.604340 hartree
SMILES = CCOC(C)=O.CCOC(C)=O.CCOC(C)=O.CCOC(C)=O.CCOC(C)=O.CC(C)=O.CC(C)=O.CC(C)=O.BrCCBr
highest occupied orbital energy = -9.32 eV

```
! wB97M-V def2-TZVPD RIJCOSX def2/J DEFGRID3
* xyz 0 1
Br 1.67 -3.00 0.71
Br -1.21 0.49 -0.14
O 3.14 1.05 -3.87
O -5.06 -2.66 -0.04
O -2.58 -4.51 4.40
O 7.19 -3.98 2.44
O -1.56 -2.81 5.43
O -3.59 3.31 3.39
O -5.42 3.25 2.08
O -2.86 -0.12 -4.82
O 4.60 -0.63 1.05
O -3.61 -2.14 1.61
O 2.04 -0.76 -4.59
O 2.77 3.99 -2.80
O 0.72 4.64 -3.47
C 0.78 -1.28 0.82
C 6.26 -3.50 0.32
C -0.31 -1.23 -0.21
C 6.19 -3.78 1.80
C 3.72 1.50 1.65
C -5.70 4.62 2.37
C 2.59 0.30 -4.81
C 3.37 4.85 -3.78
C -4.19 1.25 2.32
C -5.24 -1.27 -0.41
C -0.86 0.68 -3.85
C -2.17 -3.18 6.67
C -4.35 2.70 2.68
C 3.00 0.60 -2.51
C 3.95 -0.54 -2.15
C 5.70 0.43 2.86
C -1.65 -0.04 -4.90
C 3.26 6.32 -3.43
C 4.66 0.33 1.78
C -1.02 -3.15 3.19
C 4.81 -3.76 2.44
C -0.89 -0.69 -6.03
C -7.19 4.79 2.49
C -3.62 -2.69 6.78
C 0.90 3.08 -1.68
C 1.43 4.00 -2.74
C -1.81 -3.59 4.38
C 2.73 0.91 -6.17
C -5.04 -1.16 -1.90
C -4.15 -2.95 0.89
C -3.78 -4.41 0.86
H -1.57 -2.76 7.47
H -2.89 -4.47 0.23
H -4.50 -0.68 0.12
H -3.49 1.13 1.49
H -0.63 -1.72 -5.78
H -0.46 1.61 -4.26
H 2.99 1.35 0.86
H 1.55 -0.52 0.70
H -4.14 -3.27 7.54
H 0.00 -3.53 3.26
H 3.81 6.50 -2.50
H 3.61 -1.00 -1.23
H -5.19 4.93 3.29
H 3.67 6.96 -4.21
H 6.33 -0.46 2.84
H 4.97 -0.17 -2.03
H 6.26 -2.42 0.19
H 5.41 -3.92 -0.23
H -1.49 -0.68 -6.94
H 2.24 6.65 -3.26
H 6.26 1.36 2.85
H 3.28 1.48 -1.93
H 0.11 3.59 -1.13
H -1.45 -3.57 2.29
H 4.42 4.57 -3.80
H 0.41 2.19 -2.07
H 7.19 -3.90 -0.08
H 0.01 0.10 -3.53
H -5.30 5.25 1.57
H 4.31 -4.69 2.19
H -3.79 0.69 3.16
H -5.11 0.75 2.04
H -3.58 -4.78 1.86
H -6.25 -0.98 -0.12
H -1.05 -2.01 -0.01
H -3.62 -1.65 7.12
H 2.70 0.14 -6.93
H -1.00 -2.06 3.16
H 3.92 -1.28 -2.94
H -7.71 4.53 1.57
H 1.94 1.63 -6.40
H 1.97 0.31 -2.27
H -2.16 -4.27 6.75
H 5.16 0.36 3.82
H -4.55 -5.01 0.38
H 4.28 -2.91 2.01
H 4.30 2.40 1.44
H 2.99 4.61 -4.78
H 1.65 2.70 -0.99
H -4.02 -1.44 -2.17
H 0.05 -0.17 -6.21
H 4.96 -3.58 3.50
H -5.72 -1.83 -2.44
H -5.26 -0.16 -2.26
H 0.37 -1.15 1.81
H -1.51 0.93 -3.02
H 3.17 1.67 2.58
H -4.14 -2.75 5.83
H 3.68 1.44 -6.25
H -7.43 5.85 2.67
H 0.04 -1.34 -1.23
H -7.59 4.20 3.32
*
```

=====

ORCA calculation (ωB97M-V with the def2-TZVPD basis set) on a cluster of 2 separate species, C4H12O in total in a non-equilibrium geometry.

Summary:
Kohn-Sham gap = 11.068 eV
calculated total energy = -234.795754 hartree
SMILES = CCO.CC
highest occupied orbital energy = -10.05 eV
ΔE to the lowest compared entry with this formula, charge and spin = 23.1 kcal/mol

```
! wB97M-V def2-TZVPD RIJCOSX def2/J DEFGRID3
* xyz 0 1
O -0.42 -1.60 0.37
C -1.51 -0.80 -0.10
C 2.19 0.14 -0.41
C 1.63 1.57 -0.68
C -2.51 -0.60 1.02
H 2.26 2.36 -0.28
H 3.19 0.04 -0.82
H -2.62 0.48 1.22
H -1.05 0.11 -0.45
H -3.51 -0.99 0.82
H 0.44 -1.19 0.54
H -1.96 -1.42 -0.90
H 1.54 -0.46 -1.03
H 0.67 1.69 -0.17
H -2.25 -1.08 1.96
H 2.24 -0.02 0.67
H 1.70 1.77 -1.75
*
```

=====

ORCA calculation (ωB97M-V with the def2-TZVPD basis set) on the molecule C24H21F2NO5S in a non-equilibrium geometry.

Summary:
Kohn-Sham gap = 8.101 eV
calculated total energy = -1956.010431 hartree
SMILES = COc1cc(/C=C/C(=O)c2ccc(NS(=O)(=O)c3ccc(C)cc3)cc2)ccc1OC(F)F
highest occupied orbital energy = -8.56 eV
ΔE to the lowest compared entry with this formula, charge and spin = 1.8 kcal/mol

```
! wB97M-V def2-TZVPD RIJCOSX def2/J DEFGRID3
* xyz 0 1
S 5.44 1.71 1.16
F -10.29 0.81 -0.46
F -8.57 1.95 0.14
O -0.59 -2.11 2.22
O 5.37 1.16 2.47
O -8.48 -0.29 0.00
O 6.16 2.94 0.95
O -6.42 1.06 -1.40
N 3.89 2.06 0.57
C 2.77 1.31 0.85
C -4.49 -0.96 1.03
C 6.06 0.79 -1.34
C -2.01 -0.64 1.05
C -4.79 -0.04 0.01
C 6.90 -1.69 -0.43
C 0.47 -0.21 1.31
C 7.42 -2.44 -2.76
C -5.55 -1.62 1.65
C 6.02 0.48 0.01
C -6.85 -1.36 1.29
C -3.14 -1.24 1.45
C 6.52 -0.16 -2.23
C 1.50 1.90 0.81
C -8.95 0.86 -0.56
C -0.71 -1.08 1.59
C -6.09 0.21 -0.38
C 0.37 1.15 1.03
C -5.41 1.85 -1.99
C 6.44 -0.75 0.47
C 2.87 -0.05 1.13
C 6.94 -1.41 -1.79
C 1.74 -0.79 1.37
C -7.14 -0.44 0.28
H 3.85 -0.50 1.19
H -2.00 0.15 0.31
H -4.90 2.46 -1.24
H 3.75 3.05 0.43
H -5.35 -2.33 2.44
H 8.26 -3.00 -2.35
H -4.68 1.23 -2.52
H -3.03 -2.02 2.20
H -8.69 1.02 -1.62
H 1.42 2.96 0.60
H -5.92 2.49 -2.70
H -0.59 1.64 1.02
H 5.74 1.77 -1.66
H 6.56 0.08 -3.29
H 1.81 -1.84 1.61
H -3.97 0.46 -0.49
H 7.73 -1.98 -3.70
H 6.62 -3.15 -2.97
H 6.41 -0.95 1.53
H 7.23 -2.66 -0.08
H -7.68 -1.85 1.77
*
```

=====

ORCA calculation (ωB97M-V with the def2-TZVPD basis set) on the molecule C4H3NO2 in a non-equilibrium geometry.

Summary:
Kohn-Sham gap = 8.270 eV
calculated total energy = -359.325373 hartree
highest occupied orbital energy = -9.33 eV
ΔE to the lowest compared entry with this formula, charge and spin = 91.0 kcal/mol

```
! wB97M-V def2-TZVPD RIJCOSX def2/J DEFGRID3
* xyz 0 1
O -2.13 0.94 -1.29
O 2.08 -1.13 0.37
N -0.31 -0.77 -1.45
C 0.04 -0.10 -0.52
C 0.46 0.53 0.58
C 1.67 -0.15 0.97
C -1.76 -0.15 -0.99
H 2.23 0.31 1.80
H -2.30 -0.91 -0.44
H 0.01 1.43 0.98
*
```

=====

ORCA calculation (ωB97M-V with the def2-TZVPD basis set) on a structure of composition C21H25F9FeN3O4S3.

Summary:
Kohn-Sham gap (alpha / beta) = 7.450 / 7.793 eV
calculated total energy = -4637.502950 hartree
highest occupied orbital energy (alpha / beta) = -7.43 / -8.72 eV
ΔE to the lowest compared entry with this formula, charge and spin = 0.0 kcal/mol

```
! wB97M-V def2-TZVPD RIJCOSX def2/J DEFGRID3
* xyz 0 6
Fe -0.86 1.36 0.90
S -3.14 3.73 0.57
S -2.33 2.24 -1.52
S 0.81 2.33 2.25
F 2.73 0.43 5.91
F 3.28 1.20 3.97
F -1.44 3.71 -3.49
F -2.34 6.19 0.21
F -3.39 2.83 -3.82
F -0.75 4.75 0.44
F -1.62 1.59 -3.91
F 1.91 2.31 5.23
F -1.90 5.37 2.16
O -3.08 1.03 -1.41
O -2.57 2.60 1.30
O -0.92 2.12 -1.08
O -4.42 4.20 0.97
N -3.02 3.54 -1.00
N 2.75 0.10 -2.91
N -0.58 0.13 2.56
C 0.44 0.84 3.09
C 1.60 -3.78 1.84
C -2.51 -2.55 -2.14
C 1.83 -0.47 0.19
C -0.36 -1.58 4.19
C -2.19 2.63 -3.31
C 1.69 0.58 -3.78
C 0.70 -0.87 4.76
C 2.07 -2.57 1.40
C 0.31 -4.19 1.50
C 2.26 1.08 4.83
C -1.95 5.11 0.87
C -0.04 -2.13 0.25
C -0.02 -2.51 -2.60
C -0.97 -1.03 3.09
C 1.28 -1.70 0.59
C 1.10 0.34 4.22
C -0.49 -3.35 0.72
C 3.74 1.13 -2.63
C -0.94 -1.26 -0.58
C -1.22 -1.74 -2.03
H -2.69 -2.84 -3.18
H -1.79 -1.54 2.59
H 3.07 -2.24 1.67
H 2.05 0.99 -4.73
H 0.06 -3.50 -2.15
H 4.17 1.58 -3.54
H 2.23 -4.41 2.45
H 4.54 0.73 -2.02
H 1.22 -1.27 5.62
H 3.27 1.94 -2.07
H 0.92 -1.98 -2.41
H 0.98 -0.22 -3.99
H -0.49 -0.27 -0.68
H -1.35 -0.84 -2.63
H 3.20 -0.71 -3.31
H -0.14 -2.64 -3.68
H 1.14 1.37 -3.26
H 1.34 0.24 -0.45
H -0.08 -5.14 1.84
H 2.84 -0.23 0.47
H -3.36 -1.96 -1.80
H -1.50 -3.67 0.47
H -1.90 -1.14 -0.06
H -2.46 -3.47 -1.55
H -0.68 -2.53 4.59
*
```

=====

Q: Look up the calculated total energy of the second one.
A: -302.287113 hartree